1.
The following is a quantum chemistry calculation of 20 unconnected molecules or ions with the total composition C21H6Cl76FS, from the Open Molecules 2025 dataset.

XYZ file:
```
105
Properties=species:S:1:pos:R:3:forces:R:3
C 2.733633 -9.185963 3.962876 0.096 -0.106 0.068
Cl -2.507054 0.309145 6.009674 -0.011 0.040 -0.152
Cl -1.882103 0.149444 -4.259632 -0.112 -0.018 -0.009
Cl -0.374857 3.111346 11.884400 -0.001 -0.010 -0.012
H 0.631975 -2.596705 0.834564 -0.633 0.577 -0.022
Cl 8.802057 -9.864944 7.632870 -0.055 0.025 -0.006
Cl -6.661393 6.106712 -14.018190 -0.002 -0.033 0.036
Cl 2.951976 2.574628 -4.388157 0.549 0.103 0.096
Cl -4.608059 5.578249 -9.187564 0.083 0.489 0.681
Cl -4.394212 1.908173 7.499620 0.057 -0.045 -0.030
Cl -5.483297 4.556566 -4.218636 -0.186 -0.214 0.134
Cl -2.183975 2.922619 -3.488632 -0.033 -0.021 -0.042
Cl 5.081061 1.721127 -6.144601 -0.040 -0.003 0.104
Cl 6.474993 -3.348588 2.522341 -0.113 -0.008 0.064
Cl -0.020221 -2.201209 -2.439987 0.166 0.086 0.108
Cl -3.067222 3.317566 -10.276651 0.211 -0.347 -0.060
Cl 6.044730 -10.684329 7.393613 0.011 0.037 -0.004
Cl -2.559265 2.585752 13.696338 0.020 0.018 -0.041
C 1.512104 -2.858999 6.635302 -0.007 -0.224 -0.001
Cl 4.527383 -5.255530 3.488889 0.024 -0.058 -0.075
Cl -4.166187 -0.919384 8.027058 0.038 0.031 -0.049
Cl -9.834948 1.420333 -10.090093 0.055 -0.119 -0.015
C -3.594475 6.225004 -7.886951 0.093 0.051 0.002
Cl 1.274157 -7.103576 11.108198 0.010 0.027 -0.010
Cl 6.753663 0.903463 -0.940493 0.029 -0.117 0.135
Cl -3.336554 4.963889 -6.668976 0.052 0.795 -0.330
C 1.789499 -5.543725 11.760888 0.045 -0.004 0.116
Cl -0.285944 -4.482498 3.372520 -0.201 -0.466 0.343
C -6.846316 8.812734 -3.234671 0.003 0.093 0.006
Cl 3.230755 -5.768498 12.757670 -0.048 0.006 -0.043
Cl -5.013644 7.458084 -12.082636 -0.039 -0.121 0.007
Cl 0.184255 -1.818410 6.096173 -0.063 0.086 0.014
C 5.927012 -4.267287 3.933726 0.171 0.062 0.113
Cl -8.007010 9.900715 -4.000625 0.030 -0.023 0.002
Cl -0.683855 2.351736 -11.588749 -0.041 -0.017 0.024
C 7.123113 -9.330531 7.750150 0.025 -0.077 0.062
Cl -2.076438 0.667975 -9.697906 -0.001 0.008 -0.018
Cl -9.268972 3.432425 -8.117528 0.113 0.037 0.005
Cl -2.040876 0.869321 8.801699 0.025 -0.097 -0.134
Cl 5.681725 2.722596 -3.501624 0.024 -0.079 -0.119
Cl -2.610781 -3.391474 2.057716 -0.090 0.068 -0.022
Cl -2.026370 6.703506 -8.548624 -0.016 -0.005 -0.050
C 4.534529 1.791463 -4.469370 0.042 0.063 -0.129
C -1.548432 1.827218 -4.718594 0.030 0.158 -0.169
Cl 2.020004 -10.693085 4.541646 0.011 0.067 -0.030
Cl 0.864896 -4.198397 7.580377 -0.117 0.136 -0.362
Cl -6.085289 4.801232 -11.513804 -0.029 0.318 -0.891
Cl 8.693309 1.511479 1.112959 -0.085 -0.132 0.011
Cl -2.032264 5.283237 12.817466 0.012 -0.060 -0.023
C 3.157550 -1.246479 1.942448 -1.629 0.827 -1.727
H 1.763946 -0.160962 0.805062 -0.472 0.351 -0.593
F 3.245693 -1.715465 3.156377 0.777 -0.909 3.073
C -5.432572 5.882061 -12.768165 -0.008 0.081 -0.072
Cl 2.157175 -4.444918 10.424246 0.095 -0.066 0.297
Cl 3.898065 -9.535505 2.680804 -0.031 0.029 0.017
Cl -7.955786 3.093127 -4.496894 0.008 0.030 0.007
Cl -9.582763 4.153793 -10.874851 0.465 -0.014 -0.048
Cl 6.804311 -8.735474 9.382630 -0.005 -0.004 -0.047
Cl -7.201116 2.592017 -9.972096 -0.702 0.012 0.134
Cl 8.029265 -1.225746 0.539099 -0.014 0.022 -0.068
Cl -0.703343 -4.983459 0.585696 -0.178 0.007 0.069
H 1.647051 0.193724 2.525969 -0.366 0.409 0.694
Cl 0.491717 -4.858497 12.744170 0.035 -0.013 -0.038
Cl 5.474481 -3.149944 5.224520 0.436 0.002 -0.073
H 3.932632 -0.546461 1.710339 0.435 0.281 -0.232
Cl -2.434269 -6.235358 2.536438 0.128 0.202 -0.061
H 3.148471 -2.080319 1.274963 0.561 -0.612 -0.900
Cl -5.493318 1.649501 -4.121974 0.030 0.034 0.026
Cl 4.411642 0.149232 -3.817869 -0.014 -0.016 0.017
Cl 3.554888 -8.369530 5.293828 -0.039 -0.014 0.001
Cl 2.062523 -3.530337 -3.935510 -0.081 -0.013 0.246
Cl -5.658249 8.283925 -4.439040 -0.182 -0.015 0.252
C -8.959407 2.921652 -9.779293 -0.111 -0.273 0.211
C -2.017489 3.582252 12.342578 -0.045 0.042 0.060
Cl 0.199894 -5.054652 -2.318277 -0.008 -0.280 -0.463
Cl 4.281765 5.752252 1.404006 0.042 -0.044 -0.035
Cl -3.098425 3.342863 10.965211 -0.035 0.077 0.062
Cl 1.458225 -8.135391 3.327343 -0.072 0.088 -0.043
Cl -3.992964 5.152178 -13.488534 -0.042 -0.012 0.095
C -2.271059 1.894997 -10.959013 0.002 0.021 -0.060
C -6.225763 3.080681 -4.860221 -0.047 0.090 -0.092
Cl -3.261607 1.242445 -12.269043 0.017 0.020 0.042
Cl -7.702729 7.414606 -2.575233 0.072 -0.022 -0.057
Cl 6.836533 -8.030844 6.584251 0.022 0.032 0.007
Cl 2.186023 -3.480816 -1.040290 0.265 0.233 0.102
C -3.278477 0.542090 7.588597 -0.061 0.006 0.269
Cl -5.995669 3.015586 -6.608918 -0.139 -0.116 0.064
Cl -4.384931 7.659351 -7.198677 0.138 -0.334 -0.115
Cl 2.369836 -3.494618 5.223942 -0.510 -0.112 0.256
H -0.639860 -1.407770 2.245837 0.145 -0.033 -0.883
C -1.518740 -4.783421 2.142641 -0.060 -0.384 0.166
C 7.396075 0.418718 0.632156 0.204 0.041 -0.178
Cl 7.242303 -5.305378 4.492108 -0.127 0.016 -0.075
C 5.715888 4.982529 0.714414 0.084 0.139 -0.022
Cl 2.629792 -1.921344 7.630106 -0.010 -0.001 -0.056
C 1.110481 -3.560861 -2.456599 -0.175 -0.004 -0.187
Cl -6.017307 9.663663 -1.925282 -0.003 -0.028 -0.027
Cl 6.084781 0.464679 1.842341 0.402 -0.291 0.150
Cl 7.154362 5.905733 1.157160 -0.057 -0.042 -0.016
Cl 5.862058 3.332132 1.332468 -0.262 0.550 0.026
Cl -2.284513 2.175934 -6.288843 0.185 -0.444 0.358
C 1.801186 -0.565918 1.795200 0.288 -0.662 -0.900
Cl 5.569029 4.922130 -1.047456 -0.039 0.076 0.120
Cl 0.203289 2.049490 -4.826172 -0.496 -0.219 -0.108
S 0.592624 -1.928447 2.025261 1.081 0.281 1.075
```
Forces are in eV/Å.

Summary:
HOMO-LUMO gap = 8.93 eV
relative energy (zero: lowest compared OMol25 entry of this formula, charge and spin) = 130.9 kJ/mol
net charge = +1

***

2.
The following is a quantum chemistry calculation of 15 unconnected molecules or ions with the total composition C21H72O15, from the Open Molecules 2025 dataset.

XYZ file:
```
108
Properties=species:S:1:pos:R:3:forces:R:3
C -0.147218 -3.269434 0.695265 1.226 0.931 0.361
O 3.930702 -2.042064 2.324745 0.104 0.024 0.138
H -2.866968 3.929766 4.972895 -0.781 -0.316 0.133
H -1.168148 3.018986 2.223855 0.500 -0.054 0.383
C 2.859842 -4.480024 -3.345875 1.340 -0.782 -1.131
C -0.403828 0.972686 0.269235 -1.120 -0.344 -0.739
H 0.658072 -0.343274 -3.474505 0.370 0.354 0.349
H 0.145592 -1.386374 3.763565 0.736 -0.121 -0.068
H 2.081612 4.960326 -0.304415 0.310 0.584 -0.155
H 3.016022 0.707136 -1.870405 -0.447 0.224 -0.046
H -3.187578 -1.965744 0.609305 -0.371 -0.238 -0.164
H -0.695808 -2.528434 1.276685 -0.080 -0.059 0.054
O -2.928408 0.660996 -3.110855 1.075 0.394 -0.501
O 3.899952 0.523866 -2.188705 0.275 -0.471 -0.531
C 2.649982 5.733126 -2.963985 -0.648 1.056 0.448
H 1.075622 3.967846 -1.265805 0.039 -0.373 -0.057
O 4.305332 4.252116 -2.010725 0.492 -0.146 -0.028
H -4.634518 -0.878654 -1.389325 0.365 0.289 0.201
H -4.691968 -4.137144 1.378245 0.211 0.104 -0.025
H 0.412982 1.576606 -1.952255 -0.359 0.654 -0.403
H 3.330432 5.961166 -3.784395 0.289 -0.036 0.360
H -5.839328 -3.350074 2.472035 -0.013 0.123 -0.130
H -1.363988 1.049416 -0.240965 0.005 0.614 -0.672
C -3.556078 -1.483924 1.514925 -0.108 -0.279 0.106
H 4.718402 5.029606 -1.628005 -0.152 0.321 0.037
C -0.338648 -4.675174 1.258425 -1.977 1.894 -1.320
H 1.984172 -4.691494 -3.959545 -0.370 0.435 0.043
H -0.480718 -3.187424 -0.339225 -0.298 -0.437 0.000
H -5.921148 0.231856 -1.820565 -0.222 -0.266 0.111
H -0.745558 6.397096 3.797625 -0.135 0.590 0.178
H 2.625782 -1.383984 3.264035 0.568 -0.575 -0.658
H 0.881902 -2.913074 0.650465 0.379 -0.101 0.284
H 1.436422 0.841886 3.117735 0.166 -0.579 0.191
H -4.088888 3.055746 -3.324915 0.198 -0.301 -0.381
H 3.409322 -3.404934 -1.521855 0.035 -0.334 -0.032
O -2.586868 -3.128494 2.979455 -0.042 0.091 0.194
O 1.349412 1.786776 2.991845 -0.254 0.580 0.060
H 2.257662 -2.648654 -2.613435 -0.212 0.214 0.323
H 4.345812 -1.377244 1.775265 0.122 0.292 -0.241
C -4.804988 -3.674764 2.358825 0.376 1.137 0.328
C 2.124442 4.148066 -1.030015 -0.711 0.511 0.521
H 2.582432 0.510256 0.451445 -0.255 0.656 -0.425
H 4.319522 -5.710594 -2.386425 -0.022 -0.290 0.189
O -0.790138 -1.194994 3.700245 -0.698 0.125 -0.055
H 1.465362 -5.466204 0.834375 0.341 -0.584 -0.469
H 0.089962 -6.659444 0.692705 0.370 -0.119 -0.096
H 4.532912 2.920696 -0.771305 0.001 0.765 -0.719
O -2.692718 3.766536 4.043055 -0.524 -0.644 0.780
H 3.493722 -3.121344 -4.701445 -0.324 0.049 0.188
H 2.148242 2.041956 2.530345 0.140 0.071 -0.088
H 4.170842 -2.874274 1.917315 -0.069 -0.319 -0.055
C -1.680098 5.948136 4.134035 1.086 -1.602 -0.396
H 0.178352 -0.686364 -1.040265 -0.271 -0.104 -0.082
H -1.611598 4.611066 1.774715 -0.185 0.254 -0.041
O 0.332272 -0.833794 -4.229135 -0.020 -0.174 -0.222
C -4.744558 2.204196 -3.143105 -0.201 -0.799 0.691
H -1.647158 1.958096 -2.852075 -0.611 -0.616 -0.474
C 2.915322 4.446046 -2.281925 0.343 -1.663 -0.583
H 2.356412 -0.918934 4.679335 0.050 0.079 0.309
H -2.236088 -4.300234 1.623235 0.077 0.289 0.432
C 2.563672 -3.601244 -2.180975 -0.932 0.200 -0.240
H -0.899268 -0.371134 4.175205 -0.111 0.259 0.094
H 2.708222 3.681696 -3.030905 -0.011 -0.474 0.243
H -2.528848 6.312316 3.555165 0.138 -0.169 -0.169
H -5.195708 1.765156 -4.032945 0.285 0.379 -0.318
H -4.464218 -0.905744 1.344325 0.008 0.003 -0.267
H -0.726468 3.981536 4.600965 0.126 0.108 0.237
H 1.715922 -4.070924 -1.682155 0.048 0.370 0.544
H 4.470602 1.050086 -1.628635 0.148 0.039 0.300
H -1.864898 6.172506 5.184565 0.146 -0.029 0.047
C -4.053618 1.058466 -2.371365 -1.544 -0.792 0.155
H 2.673582 -6.472314 -2.429295 -0.042 0.364 0.483
C -0.987218 4.062856 2.480205 -0.486 0.747 -0.205
H -4.147178 -1.951584 3.514505 -0.256 0.089 0.167
H -2.478818 -0.065134 -2.672425 -0.110 -0.197 0.193
H -0.098918 -4.746484 2.319345 -0.220 0.060 0.174
H -2.082818 -2.357354 3.249425 1.356 -0.130 0.378
H 3.639532 -6.493394 -3.820465 0.188 0.391 -0.291
H 4.257842 2.427536 0.633345 -0.025 -0.036 0.198
H 0.032372 4.396986 2.288085 0.103 -0.381 0.110
C 0.454442 -5.655834 0.473555 -0.209 -0.052 0.303
H 2.542732 3.326956 -0.447855 -0.273 -0.316 -0.538
C 0.603732 0.219586 -0.608505 1.152 0.462 2.231
H 2.656282 6.452986 -2.145535 0.231 0.834 -0.418
H -4.622838 -4.421614 3.131575 0.027 -0.048 -0.081
C -4.967218 -0.176744 -2.153995 -0.552 0.640 0.038
H -0.557928 -1.086844 -3.984725 -0.218 -0.133 -0.073
H -0.036208 1.966976 0.522925 -0.015 -0.166 0.143
H 2.310012 -0.984994 -0.333495 0.092 -0.663 0.827
C 3.406182 -5.865044 -2.960925 0.150 0.320 -0.242
H -0.805078 0.443396 1.133495 1.028 -0.254 0.477
H -1.484398 3.191416 -1.989325 0.015 0.209 0.224
H 1.433942 -0.435704 1.280715 0.117 -1.059 -0.290
O -0.983328 2.526956 -2.462255 0.534 0.604 0.036
O 1.144722 1.059696 -1.607335 0.043 -0.555 -0.190
H -5.157348 -0.800964 -3.027095 0.139 0.426 -0.386
O 3.862822 -3.831124 -4.170815 0.145 -0.830 0.174
O 1.971262 -0.940104 3.803295 -0.686 0.405 0.457
O -1.753298 -4.828234 0.983135 0.415 -1.712 0.109
H 1.655942 5.774446 -3.409265 -0.162 -0.196 0.182
C -1.451068 4.391906 3.897655 -0.012 1.509 -1.074
H 0.344082 -5.423854 -0.585735 0.172 -0.258 -0.013
H -2.750798 -0.795894 1.772305 -0.079 0.144 0.375
C 1.806402 -0.234834 0.276205 -0.498 0.384 -0.740
H -3.824178 1.388286 -1.358115 0.560 0.302 0.086
H -5.565998 2.615826 -2.556685 -0.058 -0.185 0.192
O 4.795562 2.251946 -0.138835 0.398 -0.562 0.701
C -3.794058 -2.497934 2.639915 -1.377 -1.034 -0.743
```
Forces are in eV/Å.

Summary:
HOMO-LUMO gap = 9.31 eV
relative energy (zero: lowest compared OMol25 entry of this formula, charge and spin) = 180.2 kJ/mol